[1]
45
Properties=species:S:1:pos:R:3:forces:R:3 method="wB97M-V/def2-TZVPD" de_lowest_kj_mol=75.6 smiles="COc1ccc(OC)c2[nH]c(=O)c(CCNC(=O)C(C)C)cc12"
C -4.0306 -3.0435 1.1772 -0.202 -0.089 0.123
H -4.0673 -2.5960 2.1753 0.004 0.003 -0.045
O -2.9106 -2.5979 0.4529 0.327 0.189 -0.191
C -2.7835 -1.2648 0.2131 -0.025 0.327 -0.054
C -3.6971 -0.3005 0.5809 -0.053 -0.513 0.105
C -3.4817 1.0480 0.2842 0.331 0.321 -0.219
C -2.3522 1.4557 -0.3883 -0.171 0.043 0.074
C -1.4083 0.4807 -0.7738 -0.397 -0.356 0.262
C -1.6097 -0.8716 -0.4760 -0.273 0.366 0.136
C -0.5926 -1.7922 -0.8619 0.348 0.115 -0.283
C 0.5256 -1.3928 -1.5076 -0.140 -0.367 0.030
C 0.7306 0.0100 -1.8419 -0.199 0.134 -0.018
O 1.7091 0.4563 -2.4269 0.186 0.010 -0.187
N -0.2790 0.8511 -1.4464 -0.017 0.423 -0.017
H -0.1615 1.8399 -1.6357 0.086 -0.162 -0.041
C 1.6549 -2.3222 -1.8306 0.137 0.110 0.257
H 1.2821 -3.3254 -2.0384 -0.013 -0.015 -0.046
H 2.1879 -1.9423 -2.7047 -0.048 -0.121 -0.031
C 2.6260 -2.3918 -0.6390 -0.089 -0.238 -0.144
N 3.2052 -1.1104 -0.3146 0.136 -0.208 -0.278
C 2.7374 -0.3502 0.7044 0.611 0.223 -0.066
O 1.8676 -0.7301 1.4628 -0.318 0.006 0.262
C 3.4398 0.9969 0.8577 -0.240 0.152 0.206
C 2.5401 2.0937 0.2851 0.144 -0.091 -0.058
H 2.9911 3.0710 0.4453 0.020 0.096 0.038
H 1.5707 2.0699 0.7791 -0.111 0.028 0.070
H 2.3993 1.9466 -0.7828 -0.067 0.066 -0.085
C 3.7266 1.2437 2.3372 0.012 -0.118 -0.202
H 4.4254 0.5026 2.7191 0.060 -0.043 0.120
H 4.1514 2.2342 2.4837 0.054 0.085 0.006
H 2.8019 1.1649 2.9033 -0.053 0.007 0.062
H 4.3814 0.9789 0.2995 -0.064 -0.039 0.009
H 3.7395 -0.6613 -1.0429 -0.021 0.096 0.157
H 3.4334 -3.0961 -0.8641 -0.094 -0.004 0.068
H 2.0898 -2.7238 0.2535 0.116 -0.051 -0.114
H -0.7366 -2.8306 -0.6037 0.048 -0.131 -0.005
O -2.0387 2.7469 -0.7332 0.254 -0.513 -0.073
C -2.9288 3.7652 -0.3491 -0.131 0.208 0.048
H -3.9123 3.6339 -0.8116 0.036 -0.014 0.024
H -3.0407 3.8100 0.7388 0.001 -0.021 -0.037
H -2.4848 4.6937 -0.7045 -0.083 -0.034 0.049
H -4.2264 1.7616 0.5980 -0.031 0.115 0.000
H -4.5996 -0.5616 1.1090 -0.064 -0.083 0.045
H -4.9643 -2.8289 0.6470 0.046 0.012 0.023
H -3.9105 -4.1217 1.2707 -0.054 0.076 0.019


[2]
88
Properties=species:S:1:pos:R:3:forces:R:3 method="wB97M-V/def2-TZVPD" de_lowest_kj_mol=46.1
Na -1.2750 -0.7144 1.3428 0.925 0.907 0.040
C 0.1141 -4.5819 -0.0318 -0.129 0.132 -0.051
O -0.8526 -3.6004 -0.3701 0.099 0.097 -0.096
C -2.1862 -4.0069 -0.1410 0.075 0.307 0.030
C -2.5955 -3.7053 1.2888 0.110 -0.214 0.062
O -2.5336 -2.3210 1.5946 -0.688 -0.889 -0.258
C -3.7480 -1.5940 1.6769 -0.257 0.295 -0.009
C -4.0685 -0.7587 0.4432 0.044 -0.350 -0.075
O -2.9666 0.0703 0.1136 -0.457 -0.108 0.008
C -3.3615 1.2032 -0.6381 0.188 0.013 -0.168
H 0.1027 -5.3998 -0.7601 -0.011 -0.021 0.026
H -0.0520 -4.9897 0.9692 0.053 0.002 0.022
H 1.0826 -4.0883 -0.0553 0.027 -0.038 0.021
H -2.3067 -5.0750 -0.3574 -0.088 -0.010 0.036
H -2.8113 -3.4320 -0.8297 0.020 -0.047 -0.054
H -1.8828 -4.1910 1.9600 -0.102 -0.020 0.086
H -3.5930 -4.1063 1.4928 -0.012 0.039 0.028
H -3.6234 -0.9142 2.5216 -0.082 -0.043 0.061
H -4.5895 -2.2619 1.8805 0.004 0.021 0.051
H -4.9416 -0.1422 0.6851 -0.039 -0.041 -0.015
H -4.3164 -1.4008 -0.4134 -0.022 0.073 -0.043
H -4.0161 1.8542 -0.0538 -0.027 -0.032 0.014
H -3.8711 0.9042 -1.5605 -0.034 -0.074 -0.010
H -2.4614 1.7612 -0.8863 0.006 -0.014 0.027
Cl 1.7805 -1.6570 2.1927 0.430 -0.275 -0.208
C 0.8877 -1.4781 3.6841 -0.565 0.299 0.300
C -0.3905 -0.9313 3.5978 0.383 -0.300 0.711
C -1.0466 -0.8996 4.8300 0.312 -0.060 -0.333
Cl -2.6515 -0.2269 4.8716 -0.325 0.141 0.075
C -0.5124 -1.3585 6.0336 -0.047 0.015 -0.024
Cl -1.4349 -1.3496 7.4918 0.021 0.020 0.024
C 0.7989 -1.8274 6.0509 -0.042 0.026 0.000
Cl 1.5212 -2.3374 7.5279 0.026 -0.018 0.006
C 1.5165 -1.8748 4.8598 0.151 -0.073 0.036
Cl 3.1661 -2.3947 4.8764 0.008 -0.049 -0.019
C 3.0004 0.9906 0.2028 -0.131 0.034 0.135
Sb 1.0856 0.2091 -0.4192 0.377 0.623 -0.616
C 2.0669 -1.3028 -1.5761 -0.164 -0.096 -0.015
C 0.8999 1.7758 -1.9853 -0.166 -0.255 -0.097
C 1.3151 1.3888 -3.3702 0.069 -0.052 -0.110
C 2.6726 1.5233 -3.6781 0.021 -0.017 -0.041
C 3.1914 1.1923 -4.9165 0.086 0.011 0.040
C 2.3442 0.7100 -5.8992 -0.015 -0.080 -0.097
C 0.9961 0.5805 -5.6228 -0.017 -0.033 0.059
C 0.4499 0.9116 -4.3794 0.365 0.237 -0.008
C -1.0253 0.7837 -4.2276 -0.149 -0.050 0.388
Sb -1.6123 -1.0770 -3.2495 -0.247 -0.111 -0.611
C -3.5114 -1.1627 -4.3291 0.108 -0.043 0.315
C -0.6690 -2.3124 -4.7558 0.072 0.048 0.233
H 2.8744 1.9417 0.7188 0.027 0.018 -0.006
H 3.6372 1.1396 -0.6699 -0.090 -0.049 -0.050
H 3.4877 0.2942 0.8832 -0.035 -0.006 0.014
H 2.7124 -0.8378 -2.3188 0.005 0.032 -0.019
H 1.3439 -1.9502 -2.0678 -0.011 -0.067 -0.031
H 2.6737 -1.9004 -0.8946 -0.015 -0.004 0.012
H 1.5878 2.5416 -1.6253 -0.104 0.071 0.080
H -0.1119 2.1782 -1.9409 -0.044 -0.048 0.013
H 3.3373 1.9165 -2.9161 -0.016 -0.002 -0.001
H 4.2474 1.3214 -5.1163 0.002 -0.003 0.016
H 2.7247 0.4491 -6.8783 0.003 0.004 0.002
H 0.3249 0.2209 -6.3948 0.018 0.024 -0.022
H -1.5037 0.7709 -5.2066 -0.037 0.006 0.027
H -1.4532 1.6014 -3.6452 -0.009 0.007 0.000
H -3.3326 -1.1140 -5.4025 0.105 0.041 0.010
H -4.1653 -0.3401 -4.0410 0.005 0.018 0.034
H -4.0211 -2.1015 -4.1068 0.019 0.032 0.023
H -0.9565 -1.9721 -5.7500 -0.049 0.034 0.021
H -0.9815 -3.3485 -4.6256 -0.001 0.018 0.014
H 0.4150 -2.2563 -4.6657 0.010 -0.017 0.019
C 0.1469 5.0113 1.2449 -0.023 0.128 -0.049
N 0.5360 3.9046 2.0833 0.074 -0.213 0.062
C -0.2675 2.8655 2.4486 0.110 0.197 -0.009
Se -2.0362 2.6744 2.1087 -0.355 -0.030 -0.145
N 0.4950 1.9904 3.1324 0.137 -0.077 0.052
C 1.8016 2.4365 3.1992 0.147 0.132 0.011
C 2.9442 1.8946 3.7631 -0.081 -0.051 -0.032
C 4.1213 2.6140 3.6169 0.023 -0.041 0.070
C 4.1517 3.8339 2.9432 0.022 0.032 -0.069
C 3.0045 4.3816 2.3862 -0.058 0.040 -0.046
C 1.8297 3.6621 2.5279 0.093 -0.120 0.085
H -0.9366 5.0138 1.1611 -0.003 -0.035 0.017
H 0.5844 4.9032 0.2499 0.001 0.024 0.013
H 0.4773 5.9514 1.6863 0.026 -0.021 0.017
H 0.1463 1.0690 3.4073 -0.064 0.030 -0.026
H 2.9181 0.9460 4.2835 0.010 -0.022 -0.004
H 5.0358 2.2200 4.0397 -0.003 -0.007 -0.008
H 5.0899 4.3632 2.8433 -0.001 -0.002 0.021
H 3.0312 5.3247 1.8566 -0.001 0.001 0.008


[3]
29
Properties=species:S:1:pos:R:3:forces:R:3 method="wB97M-V/def2-TZVPD" energy_ev=-26687.2123
Au 0.0000 0.0000 0.0000 1.314 0.612 -1.068
C -1.2415 -1.3139 1.9996 -0.390 -0.731 0.525
P 0.0000 0.0000 2.3236 -0.786 0.270 1.439
C 1.1955 -0.8218 3.4346 0.389 -0.262 0.162
C 1.5232 -2.1783 3.2855 0.131 -0.041 0.122
C 2.4609 -2.7915 4.1230 -0.128 0.310 -0.092
C 3.0989 -2.0545 5.1160 -0.066 -0.028 -0.084
C 2.8078 -0.7021 5.2646 -0.290 0.059 -0.340
C 1.8720 -0.0904 4.4251 0.132 -0.072 0.105
C -0.9435 1.0773 3.4529 -0.256 0.372 0.433
C -1.1451 2.4177 3.0904 -0.096 -0.050 0.202
C -1.8706 3.2811 3.9154 0.018 -0.234 0.030
C -2.4045 2.8157 5.1143 0.094 -0.006 -0.153
C -2.2139 1.4878 5.4885 0.185 -0.176 -0.262
C -1.4899 0.6238 4.6623 -0.134 0.320 0.151
H -1.5603 -1.8278 2.9113 -0.026 -0.031 -0.016
H -0.8399 -2.0622 1.3098 -0.021 -0.041 0.144
H -2.1301 -0.8837 1.5267 0.059 0.086 0.132
H 1.0647 -2.7822 2.5072 -0.039 0.143 0.092
H 2.6973 -3.8442 3.9913 -0.068 0.167 -0.008
H 3.8293 -2.5298 5.7648 -0.110 0.058 -0.085
H 3.3118 -0.1166 6.0290 -0.099 -0.063 -0.131
H 1.6792 0.9728 4.5567 -0.086 -0.179 -0.065
H -0.7379 2.8042 2.1583 0.011 -0.178 0.109
H -2.0176 4.3164 3.6194 0.034 -0.160 0.033
H -2.9680 3.4872 5.7567 0.086 -0.097 -0.090
H -2.6267 1.1217 6.4248 0.058 0.035 -0.142
H -1.3509 -0.4068 4.9813 0.055 0.108 -0.104
H 1.5231 0.0000 -0.5388 0.026 -0.191 -1.038


[4]
6
Properties=species:S:1:pos:R:3:forces:R:3 method="wB97M-V/def2-TZVPD" de_lowest_kj_mol=390.9
N -1.3751 -0.0941 -0.0701 0.075 0.410 -0.384
P 0.1215 0.3606 -0.0861 0.356 -0.583 -0.441
H -1.6378 -1.0563 0.0082 0.011 -0.452 0.332
H 0.0844 1.7390 -0.3731 0.249 -0.177 -0.123
H 1.8979 -1.2980 -0.5284 -0.769 0.757 -0.124
H 0.9091 0.3488 1.0495 0.077 0.045 0.740


[5]
89
Properties=species:S:1:pos:R:3:forces:R:3 method="wB97M-V/def2-TZVPD" charge=+1 energy_ev=-266117.4787
Sc 0.6272 1.2329 0.2602 0.337 0.135 0.411
Se 1.3640 3.1545 -7.5003 0.021 -0.030 0.055
N 0.7600 1.7038 -6.6636 -0.008 0.055 -0.088
C 0.8696 1.9298 -5.3831 0.049 0.082 0.059
C 0.4706 0.9764 -4.3577 -0.051 -0.058 0.003
C -0.0361 -0.2827 -4.6866 0.016 0.034 0.034
C -0.3778 -1.1333 -3.6662 -0.028 -0.030 -0.037
C -0.2311 -0.7031 -2.3518 -0.090 0.009 0.122
N 0.2347 0.4970 -2.0112 0.112 0.003 -0.292
C 0.6016 1.3228 -3.0130 0.031 0.010 0.024
C 1.1905 2.6123 -2.6311 -0.055 0.119 -0.023
N 1.3363 2.8646 -1.3142 0.022 -0.109 0.046
C 1.8950 4.0182 -0.9561 0.111 -0.063 0.055
C 2.3193 4.9839 -1.8564 0.008 0.010 -0.034
C 2.1602 4.7419 -3.2009 -0.007 -0.017 0.031
C 1.5908 3.5348 -3.6018 0.023 0.018 0.065
C 1.4183 3.2035 -5.0081 -0.033 -0.107 -0.026
N 1.7498 4.0036 -5.9843 -0.028 0.011 -0.087
H -0.1365 -0.5596 -5.7275 -0.001 0.008 0.001
H -0.7570 -2.1290 -3.8499 -0.001 0.012 -0.006
H -0.5055 -1.3631 -1.5433 0.016 0.014 0.003
H 2.0303 4.1778 0.1007 0.008 -0.001 -0.010
H 2.7684 5.8961 -1.4911 0.002 -0.005 -0.008
H 2.4724 5.4537 -3.9535 -0.003 -0.003 -0.002
F 6.1907 0.4320 4.0562 0.016 -0.002 0.006
C 4.8916 0.5044 3.7865 0.008 0.002 -0.008
C 4.4423 1.2191 2.6923 0.011 0.028 -0.027
F 5.2998 1.8475 1.8882 0.015 0.002 0.000
C 3.0872 1.2749 2.4492 0.043 0.005 0.014
F 2.6864 2.0011 1.3514 -0.101 0.081 -0.165
C 2.1200 0.6526 3.2189 0.011 0.017 0.078
S 0.4100 0.7343 2.8668 -0.016 0.018 -0.156
C 2.6134 -0.0589 4.3141 0.019 0.018 -0.020
F 1.7682 -0.6970 5.1204 -0.010 -0.009 0.017
C 3.9661 -0.1337 4.5976 -0.023 -0.017 0.024
F 4.3886 -0.8222 5.6524 0.003 -0.008 0.004
Br -5.4729 -1.1978 -3.5163 0.024 0.013 0.014
C -4.2805 -0.2330 -2.4157 -0.009 -0.045 -0.012
C -4.0584 1.1111 -2.6646 0.012 0.040 -0.022
C -3.1764 1.8149 -1.8572 0.096 -0.043 -0.014
C -2.5187 1.1631 -0.8224 -0.077 -0.047 -0.016
C -2.7394 -0.1862 -0.5810 -0.043 0.082 0.069
C -3.6352 -0.8829 -1.3736 -0.006 -0.050 0.019
N -1.5878 1.8776 -0.0011 -0.090 -0.136 0.113
C -2.0354 2.8923 0.6263 0.048 -0.064 -0.070
C -1.1684 3.7109 1.4727 0.024 0.030 0.018
C -1.7251 4.7006 2.2663 -0.017 -0.019 -0.015
C -0.8960 5.4291 3.1041 0.024 0.001 0.017
C 0.4533 5.1307 3.1036 -0.031 0.030 0.012
C 0.9218 4.1218 2.2747 0.028 -0.059 0.033
N 0.1404 3.4146 1.4630 -0.156 0.089 -0.078
H -4.5666 1.6034 -3.4820 0.003 0.005 0.008
H -2.9715 2.8611 -2.0515 -0.031 0.004 -0.014
H -2.2271 -0.6852 0.2313 0.012 -0.003 -0.030
H -3.8259 -1.9303 -1.1807 -0.003 0.008 -0.005
H -3.0909 3.1562 0.5668 -0.006 0.041 -0.016
H -2.7910 4.8825 2.2319 0.003 0.000 -0.003
H -1.2963 6.2038 3.7436 0.002 -0.003 -0.004
H 1.1481 5.6603 3.7398 -0.004 0.000 -0.001
H 1.9726 3.8680 2.2827 -0.010 -0.006 0.008
Cl -2.8560 -1.8829 2.6026 -0.018 0.005 0.012
C -2.5344 -3.5482 2.9993 0.025 0.000 -0.004
C -3.4142 -4.2140 3.8343 -0.008 0.062 -0.015
C -3.1763 -5.5393 4.1490 -0.014 -0.054 0.030
C -2.0514 -6.1790 3.6533 -0.007 0.005 0.007
C -1.1661 -5.4884 2.8464 -0.018 0.086 -0.044
Cl 0.2735 -6.2896 2.3158 0.008 -0.008 0.003
C -1.3929 -4.1558 2.4733 0.074 -0.044 -0.014
N -0.4864 -3.4608 1.6662 -0.018 -0.116 -0.024
C -0.1948 -3.8887 0.3516 0.035 0.052 0.019
C -1.0498 -4.7329 -0.3523 0.007 0.016 0.011
C -0.7278 -5.1520 -1.6343 -0.023 -0.008 0.011
C 0.4480 -4.7289 -2.2354 0.016 -0.005 -0.027
C 1.3010 -3.8854 -1.5377 -0.013 0.010 0.008
C 0.9987 -3.4658 -0.2492 -0.022 -0.018 0.073
C 1.9224 -2.5288 0.4879 -0.064 -0.008 -0.005
C 1.4575 -1.1179 0.2943 -0.212 -0.123 -0.155
O 2.2423 -0.1685 0.0114 0.056 0.148 0.082
O 0.2150 -0.8530 0.3930 -0.041 -0.131 0.026
H -4.2787 -3.6921 4.2202 0.007 -0.007 -0.003
H -3.8625 -6.0732 4.7919 0.007 0.001 -0.004
H -1.8377 -7.2078 3.9068 -0.003 0.003 0.002
H -0.4846 -2.4572 1.7906 -0.047 0.022 -0.031
H -1.9669 -5.0701 0.1153 0.005 0.002 -0.003
H -1.3994 -5.8177 -2.1613 0.005 0.006 0.007
H 0.7094 -5.0669 -3.2297 -0.003 0.002 0.007
H 2.2314 -3.5611 -1.9909 0.000 0.000 0.005
H 2.9557 -2.6163 0.1606 0.001 0.000 -0.040
H 1.8728 -2.7352 1.5630 0.045 0.000 -0.011


[6]
22
Properties=species:S:1:pos:R:3:forces:R:3 method="wB97M-V/def2-TZVPD" de_lowest_kj_mol=506.8
C 2.5912 0.6883 1.3593 -0.185 -0.271 0.017
C 2.0172 0.1606 0.0696 2.017 -1.351 -0.091
C 2.8558 -0.6110 -0.7036 -1.966 0.817 1.183
C -0.0293 -0.6067 -1.3205 1.730 0.339 0.467
C 0.6267 0.0730 -0.1566 -2.292 0.450 -1.072
C -0.3385 0.6868 0.7708 1.190 -1.152 0.495
H 3.6612 0.4959 1.2967 -0.006 0.266 0.457
H 2.3988 1.7290 1.5921 -0.014 0.202 -0.222
H 2.1509 0.1000 2.1754 0.315 0.125 -0.029
H 3.8656 -0.7528 -0.3492 0.201 -0.118 -0.576
H 2.3781 -1.1525 -1.5052 0.737 -0.140 -0.310
H -0.2832 -1.6411 -1.0532 -0.699 0.299 0.448
H 0.6775 -0.7707 -2.1354 -0.306 0.530 -0.327
H -1.1800 -0.0146 0.8669 -0.119 0.315 0.032
H 0.1639 0.8567 1.7216 -0.362 0.306 0.106
H -0.8175 1.6063 0.4105 -0.078 -0.175 -0.262
H -3.1082 -0.2619 0.1024 -0.009 0.600 -0.991
H -0.9308 -0.0332 -1.5259 -0.251 -0.560 -0.311
O -2.7732 -1.1889 -0.6537 0.363 -0.614 0.331
H -3.9848 1.1907 0.6833 0.126 -0.276 -0.020
H -3.3770 -1.3561 -1.3793 -0.191 0.095 0.133
O -3.0989 0.8406 0.5392 -0.203 0.314 0.540


no.,molar mass (g/mol)
1,318.37
2,1025.43
3,398.20
4,49.01
5,1085.51
6,118.18